(1)
Computed, not measured: 9 unconnected molecules or ions with the total composition C24H66N3O9S8 in a non-equilibrium geometry, with ωB97M-V with the def2-TZVPD basis set.

XYZ file:
```
110
Properties=species:S:1:pos:R:3:forces:R:3:lowdin_charge:R:1
N -3.060 -1.582 1.269 1.3050 -0.2466 -2.4746 0.19
C -2.425 -1.696 0.026 -0.6889 0.1100 0.5108 -0.16
N -1.102 -2.405 -0.195 -3.1785 2.7733 1.1753 0.05
C -0.043 -1.451 -0.740 0.5809 0.2285 -0.4351 -0.15
C -0.697 -0.678 -2.028 -0.0098 0.9680 -0.2115 -0.25
C 0.190 0.645 -2.532 -0.9887 -0.5381 -0.4214 -0.18
C 1.729 0.273 -2.956 -0.1411 1.5398 0.3644 -0.20
C 2.039 1.047 -4.377 -0.0597 -0.6380 -0.5530 -0.18
C 3.530 1.726 -4.475 -0.4845 0.0732 -0.5656 -0.23
O 3.335 3.213 -4.514 0.5866 -0.8726 2.2099 -0.18
C -2.224 -0.074 -1.740 2.2799 1.3437 -1.3602 -0.17
N -3.176 -1.093 -1.153 2.4403 0.0864 3.3723 0.05
H -2.543 -1.641 2.181 -0.7120 -0.3396 -1.2204 0.12
H -4.097 -1.355 1.309 1.6964 -0.3051 -0.2012 0.11
H -0.772 -2.903 0.660 -0.7043 0.6967 -0.7824 0.13
H 0.277 -0.760 0.149 -0.5826 -0.8351 -1.8897 0.14
H 0.920 -2.102 -1.013 -2.3035 1.4405 0.3474 0.15
H -0.772 -1.412 -2.937 0.2029 1.2122 1.8682 0.16
H -0.387 1.033 -3.502 1.2627 -0.8864 2.0648 0.12
H 0.106 1.546 -1.756 0.3687 -2.0896 -1.4792 0.13
H 1.925 -0.893 -3.010 -0.4505 2.5135 0.0303 0.12
H 2.439 0.761 -2.136 -1.3836 -1.3136 -1.6576 0.12
H 1.859 0.242 -5.234 0.5903 1.7337 1.6758 0.12
H 1.263 1.920 -4.617 1.6986 -1.8657 0.8571 0.12
H 4.010 1.436 -5.512 -0.8085 0.6852 2.3346 0.13
H 4.254 1.466 -3.593 -1.4285 0.2327 -1.8606 0.11
H 3.402 3.555 -3.556 -0.1264 -0.9853 -2.2828 0.09
H -2.595 0.348 -2.794 0.5025 -1.2063 2.4400 0.15
H -2.060 0.883 -1.047 -0.5631 -2.0708 -1.2210 0.13
H -3.973 -0.524 -0.755 0.9193 -1.1835 -0.4373 0.13
C 7.354 3.763 -5.673 -0.0839 0.0858 -0.0577 -0.26
S 7.844 2.229 -4.849 -0.0222 0.1795 0.2376 0.83
O 6.608 1.621 -4.256 0.2836 0.2673 -0.0900 -0.58
C 8.757 3.023 -3.504 0.0349 0.0062 0.0977 -0.27
H 6.732 3.510 -6.535 0.0633 -0.0925 0.1625 0.05
H 6.781 4.391 -4.986 0.0253 -0.1427 0.0141 0.06
H 8.245 4.295 -6.014 0.0436 -0.1467 0.1119 0.04
H 8.098 3.697 -2.951 -0.0892 -0.1024 -0.0959 0.06
H 9.603 3.580 -3.916 -0.1677 -0.1329 -0.0460 0.00
H 9.129 2.247 -2.831 -0.1431 -0.0208 -0.1601 0.05
C -5.934 -3.479 3.403 0.0270 0.0705 0.0829 -0.25
S -5.636 -3.495 1.618 -0.5315 -0.8890 0.3960 0.78
O -6.449 -2.387 1.016 0.4147 0.2579 0.0680 -0.57
C -6.510 -5.046 1.297 -0.0705 -0.0711 -0.1486 -0.25
H -5.502 -2.566 3.819 -0.0194 -0.0476 -0.1161 0.05
H -7.008 -3.496 3.603 0.0689 0.0163 -0.1623 0.05
H -5.452 -4.346 3.861 0.0047 -0.0157 -0.1761 0.04
H -7.548 -4.966 1.627 0.0905 0.2071 -0.0137 0.06
H -6.010 -5.863 1.823 0.0495 0.2521 -0.0237 0.01
H -6.486 -5.242 0.222 0.0431 0.1815 0.0976 0.06
C 0.052 0.191 6.012 -0.0742 0.0385 0.0743 -0.25
S -0.603 -0.609 4.527 0.1265 0.0878 0.2219 0.79
O -2.004 -1.050 4.834 0.2766 -0.1060 -0.3153 -0.57
C 0.459 -2.070 4.619 -0.0140 -0.0933 0.1182 -0.27
H -0.498 1.121 6.177 0.0317 -0.1551 -0.1663 0.06
H -0.077 -0.464 6.878 -0.0508 -0.0318 -0.1558 0.06
H 1.110 0.419 5.867 -0.1166 -0.0257 -0.0890 0.06
H 0.306 -2.586 5.570 -0.0461 0.0754 -0.0756 0.06
H 1.505 -1.769 4.519 -0.1151 0.0396 -0.0168 0.06
H 0.198 -2.742 3.798 -0.0272 0.1183 0.0794 0.04
C 11.584 6.628 -6.690 -0.1334 0.0456 0.0129 -0.27
S 12.074 5.094 -5.865 -0.0757 0.0750 0.0826 0.84
O 10.838 4.486 -5.272 0.3784 0.4258 -0.2210 -0.58
C 12.987 5.888 -4.521 -0.0482 0.0054 0.1289 -0.27
H 10.963 6.375 -7.552 0.1188 -0.0804 0.1388 0.05
H 11.012 7.256 -6.002 0.0593 -0.1201 0.0096 0.06
H 12.475 7.160 -7.031 -0.0364 -0.1178 0.0417 0.06
H 12.329 6.561 -3.967 -0.0199 -0.0799 -0.1040 0.06
H 13.833 6.444 -4.932 -0.0895 -0.0942 -0.0372 0.06
H 13.360 5.112 -3.848 -0.0919 0.0268 -0.1796 0.05
C -3.948 -7.631 5.344 -0.0773 -0.0033 -0.0478 -0.26
S -3.650 -7.646 3.560 -0.0351 -0.1945 0.2991 0.84
O -4.463 -6.539 2.958 0.1044 -0.2373 0.2256 -0.59
C -4.524 -9.197 3.239 -0.1037 0.0143 -0.1181 -0.26
H -3.516 -6.717 5.760 -0.0589 -0.0959 -0.1522 0.06
H -5.022 -7.647 5.545 0.1128 0.1226 -0.0692 0.02
H -3.466 -8.498 5.803 0.0589 0.0478 -0.1484 0.06
H -5.562 -9.118 3.569 0.1089 0.0938 0.0261 0.05
H -4.024 -10.014 3.765 0.0147 0.1387 -0.0309 0.06
H -4.500 -9.393 2.164 0.0671 0.1049 0.1340 0.05
C -9.012 -7.636 5.782 0.0184 -0.0930 0.0597 -0.26
S -8.004 -6.135 5.721 0.0736 -0.0744 0.2452 0.80
O -6.704 -6.437 6.406 -0.5581 0.0529 -0.1801 -0.56
C -9.018 -5.182 6.877 0.0226 0.0320 0.1098 -0.26
H -8.542 -8.395 5.153 0.0039 0.1833 0.0497 0.05
H -9.074 -8.004 6.809 0.0696 0.1070 -0.0656 0.06
H -10.013 -7.419 5.400 0.1117 0.0424 0.0016 0.06
H -9.079 -5.701 7.837 0.0729 -0.0239 -0.1198 0.06
H -10.018 -5.045 6.460 0.1145 -0.0380 -0.0375 0.06
H -8.552 -4.205 7.024 0.0181 -0.1698 -0.1013 0.05
C -2.923 3.052 1.281 -0.1128 0.0419 0.0784 -0.27
S -1.154 3.433 1.250 0.1235 0.0308 0.3104 0.78
O -0.541 2.825 2.476 -0.3443 0.1638 -0.3917 -0.58
C -1.340 5.206 1.558 -0.0356 0.0769 0.0260 -0.26
H -3.048 1.976 1.144 0.1270 0.0944 0.0372 0.02
H -3.352 3.348 2.242 0.1080 -0.0286 -0.0543 0.06
H -3.425 3.580 0.467 0.1054 -0.0169 0.0296 0.06
H -1.867 5.369 2.502 0.0531 -0.1483 -0.0462 0.06
H -1.893 5.664 0.735 0.1060 -0.1138 -0.0080 0.06
H -0.346 5.654 1.618 -0.1014 -0.1926 -0.0582 0.05
C 0.424 6.807 -4.503 -0.0558 0.0996 0.0043 -0.26
S 0.681 5.424 -3.365 -0.2558 0.0604 0.1103 0.79
O -0.502 5.373 -2.444 0.4094 0.1337 -0.1901 -0.58
C 2.046 6.185 -2.453 0.0248 0.0705 0.0743 -0.27
H -0.420 6.568 -5.155 0.1228 -0.0809 0.1519 0.05
H 0.201 7.717 -3.942 0.0146 -0.1311 0.0372 0.06
H 1.320 6.950 -5.112 -0.0500 -0.0965 0.0715 0.06
H 1.723 7.133 -2.018 -0.0498 -0.0915 -0.0587 0.06
H 2.889 6.348 -3.128 -0.0980 -0.0488 -0.0098 0.06
H 2.350 5.505 -1.653 -0.1241 0.0094 -0.1173 0.05
```
Positions in Å, forces in eV/Å.

- HOMO level (eV) = -9.8
- frontier orbital gap (eV) = 6.9
- net charge = +1
- electronic energy (eV) = -135522.327

=====

(2)
Computed, not measured: 6 unconnected molecules or ions with the total composition C24H66N6O6 in a non-equilibrium geometry, with ωB97M-V with the def2-TZVPD basis set.

XYZ file:
```
102
Properties=species:S:1:pos:R:3:forces:R:3:lowdin_charge:R:1
C 20.754 13.316 25.602 0.7148 -0.1367 0.8153 -0.12
O 20.937 12.535 24.439 -1.5891 -0.5128 0.4049 -0.19
C 19.766 12.330 23.635 0.4037 1.5592 -1.0374 -0.19
C 20.094 11.274 22.573 0.0051 -1.9119 1.6911 -0.44
C 20.455 9.967 23.290 0.3784 -0.5083 0.7616 -0.08
N 21.225 11.630 21.764 0.2681 0.9184 -0.6166 0.05
H 19.892 13.245 26.266 -0.8649 -1.2167 -0.5990 0.08
H 20.730 14.397 25.465 0.8328 0.1968 -0.5960 0.08
H 21.560 12.930 26.226 0.2960 0.8888 0.1951 0.09
H 18.804 12.253 24.143 0.2345 -1.1083 0.7086 0.13
H 19.590 13.307 23.186 0.0481 0.2640 -0.8576 0.10
H 19.227 10.941 22.003 -0.3477 0.9349 -0.3561 0.12
H 20.681 9.125 22.635 -0.7202 0.0256 -0.5396 0.08
H 19.680 9.699 24.008 -0.0188 -0.2757 -0.0543 0.08
H 21.407 10.005 23.820 -0.0585 0.6650 0.4370 0.07
H 21.604 12.476 22.164 0.3184 0.1876 -0.2242 0.07
H 21.945 10.930 21.879 0.1031 0.0380 -0.1338 0.07
C 22.469 14.082 17.816 0.5216 0.8189 -1.0574 -0.10
O 21.531 14.071 16.744 0.1785 0.5078 -0.1015 -0.22
C 21.979 14.602 15.466 -1.1164 -2.0229 0.1660 -0.15
C 20.843 14.179 14.497 -0.9832 0.6608 -0.8000 -0.41
C 21.319 13.956 13.057 1.1567 -0.5775 -0.4736 -0.07
N 19.783 15.184 14.503 0.0857 1.6789 0.4246 0.03
H 23.107 14.962 17.741 0.1626 0.2932 -0.0830 0.08
H 23.145 13.233 17.709 -0.1443 -0.2993 0.4620 0.09
H 21.989 14.189 18.788 -0.2900 -0.6150 -0.2033 0.08
H 22.212 15.664 15.543 -0.2405 0.1225 -0.1945 0.13
H 22.825 14.054 15.050 0.5964 0.0240 0.5894 0.11
H 20.308 13.325 14.911 1.1084 -0.8430 -0.0119 0.12
H 20.638 13.534 12.319 -0.7304 0.2669 0.4703 0.07
H 22.146 13.250 12.975 0.1643 -0.4010 0.5996 0.06
H 21.779 14.817 12.571 -0.4173 0.5940 0.3530 0.08
H 19.791 15.553 15.443 -0.1854 0.3721 0.2181 0.06
H 18.829 14.866 14.403 0.1161 -0.7284 -0.2700 0.03
C 18.986 13.086 19.788 -1.5606 -0.6791 0.3753 -0.08
O 17.821 12.927 18.940 1.3807 0.8310 1.1715 -0.20
C 18.240 12.918 17.610 -0.7607 -1.1011 -0.4876 -0.23
C 17.043 12.333 16.840 0.7727 1.0939 -1.4103 -0.39
C 17.431 11.922 15.408 0.6222 -0.2286 0.3417 -0.05
N 16.013 13.369 16.833 -1.1697 -1.2755 0.1687 0.06
H 19.629 12.224 19.612 0.1799 0.0170 0.4018 0.07
H 18.531 13.106 20.778 0.4444 -0.2975 0.2288 0.08
H 19.586 13.992 19.711 -0.2536 0.3411 -0.6966 0.08
H 18.436 13.944 17.301 0.3039 0.0440 -0.4642 0.12
H 19.127 12.290 17.527 0.3662 -0.0042 -0.2542 0.12
H 16.743 11.406 17.330 -0.4741 0.4817 0.3442 0.11
H 18.102 12.674 14.993 -0.1221 0.0700 -0.3560 0.05
H 16.630 11.680 14.710 -0.3649 0.5540 0.2766 0.08
H 17.988 10.987 15.452 0.3772 -0.0109 0.1205 0.07
H 16.291 14.264 16.457 0.4107 -0.0601 -0.0815 0.04
H 15.666 13.458 17.778 -0.1134 0.4726 -0.0310 0.04
C 14.715 13.828 20.941 1.8366 0.9180 -0.5942 -0.10
O 15.375 14.455 22.049 -0.5612 1.3162 0.8743 -0.22
C 15.500 15.913 21.846 0.3971 -1.2922 -0.4921 -0.17
C 16.145 16.616 23.051 1.4641 -0.8314 1.0766 -0.36
C 17.616 16.029 23.557 -1.9184 0.9877 -1.0629 -0.04
N 15.237 16.370 24.180 0.2818 -0.3733 -0.5274 0.02
H 15.435 14.000 20.141 -0.1633 -0.2616 -0.7291 0.06
H 13.796 14.316 20.616 -0.3383 -0.2473 0.4802 0.09
H 14.675 12.744 21.049 -0.3367 0.3651 0.5369 0.07
H 16.049 16.025 20.911 0.5005 0.2340 -0.0205 0.11
H 14.518 16.335 21.630 -0.2465 0.0408 0.4054 0.12
H 16.201 17.699 22.941 0.1578 -0.0623 -0.6526 0.12
H 17.474 14.958 23.704 0.2652 -0.0425 -0.2101 0.05
H 17.818 16.481 24.528 -0.0583 0.0732 0.0052 0.05
H 18.456 16.273 22.907 -0.0857 -0.2599 -0.2036 0.06
H 15.703 16.711 25.009 -0.0793 0.1818 0.2891 0.06
H 15.405 15.374 24.195 -0.9784 -0.6776 0.8708 0.05
C 15.160 19.069 11.316 -0.0886 -0.6976 1.6968 -0.08
O 15.048 17.745 11.950 0.3828 1.3114 0.3430 -0.20
C 15.735 17.717 13.242 -0.6733 -1.5847 -1.1854 -0.17
C 15.753 16.226 13.767 1.1877 0.6036 -0.2059 -0.42
C 14.496 15.559 14.229 -0.9334 0.8551 -0.7987 -0.07
N 16.773 16.103 14.826 -0.3175 -0.1109 -0.5622 0.03
H 16.103 19.246 10.799 0.0502 -0.5053 -0.2689 0.08
H 15.162 19.780 12.142 -0.2228 0.3806 -0.0681 0.07
H 14.297 19.282 10.685 0.1296 -0.4056 -0.0315 0.08
H 16.754 18.066 13.070 0.3079 -0.2161 0.0980 0.11
H 15.312 18.379 13.998 -0.5373 0.2047 -0.0667 0.12
H 16.063 15.605 12.927 0.4497 0.1683 -0.1537 0.14
H 14.721 14.545 14.563 -0.1676 0.1577 0.1161 0.07
H 13.865 15.552 13.341 -0.3474 -0.4092 0.0510 0.08
H 13.930 16.142 14.955 0.1719 -0.1385 0.4308 0.08
H 17.641 16.428 14.424 0.3300 0.2959 0.3318 0.04
H 16.492 16.725 15.570 0.2558 0.1832 0.3155 0.08
C 17.003 9.394 18.957 1.2050 0.0588 -0.7169 -0.12
O 15.974 10.273 19.254 0.5358 -0.3599 1.1473 -0.22
C 14.741 9.640 19.160 -0.9504 1.0511 -1.3258 -0.22
C 13.693 10.764 19.380 -1.2865 -2.7747 -0.9136 -0.41
C 12.299 10.136 19.103 0.2530 0.2994 1.5419 -0.05
N 14.010 11.904 18.537 0.6438 0.0089 1.6596 0.06
H 17.941 9.902 19.179 0.0327 -0.1355 0.1624 0.09
H 17.016 9.160 17.893 -0.0569 0.0224 -0.4246 0.09
H 16.959 8.416 19.437 -0.1905 0.0883 0.5922 0.09
H 14.611 9.381 18.109 -0.0862 -0.7941 -0.3269 0.13
H 14.680 8.758 19.798 -0.2236 0.0338 0.2299 0.13
H 13.886 10.970 20.433 -0.7622 0.7531 0.0899 0.12
H 12.039 10.005 18.053 0.2189 0.2366 0.0360 0.08
H 11.526 10.680 19.647 -0.1468 0.4419 -0.4914 0.07
H 12.237 9.170 19.604 0.2180 -0.3544 -0.2206 0.07
H 14.979 11.802 18.803 1.0250 1.7243 -0.5675 0.03
H 14.059 11.756 17.539 -0.5695 -0.5697 -0.2938 0.07
```
Positions in Å, forces in eV/Å.

- SMILES = COC[C@H](C)N.COC[C@H](C)N.COC[C@H](C)N.COC[C@H](C)N.COC[C@H](C)N.COC[C@H](C)N
- relative energy (zero: lowest compared OMol25 entry of this formula, charge and spin) (kcal per mole) = 98.9
- HOMO level (eV) = -8.5
- frontier orbital gap (eV) = 9.1
- net charge = 0
- electronic energy (eV) = -47177.428

=====

- Which value of HOMO level does entry 2 give?
  -8.5 eV